Entry 1:
DFT (ωB97M-V/def2-TZVPD) results for 8 unconnected molecules or ions with the total composition C24H48O20 in a non-equilibrium geometry.

Results
* SMILES: COC(=O)OC.COC(=O)OC.COC(=O)OC.COC(=O)OC.COC(=O)OC.COC(=O)OC.CC(C)=O.CC(C)=O
* DFT total energy: -66614.0792 eV
* gap between HOMO and LUMO: 9.6 eV
* energy relative to the best compared isomer or geometry (same formula, charge and spin): 43.97 kcal/mol
* highest occupied orbital energy: -9.21 eV

Positions of all 92 atoms, in Å:
O: 26.05199 7.90755 37.48462
O: 22.06754 11.10875 46.60782
O: 26.98790 12.26877 45.47209
O: 27.44524 7.89590 46.02952
O: 25.23264 19.60418 41.99561
O: 22.99504 9.19029 46.64627
O: 28.69321 6.25544 47.06849
O: 26.37719 6.31973 47.11469
O: 23.71588 11.14120 39.88423
O: 24.77840 12.93815 40.50704
O: 26.31284 9.22052 39.20691
O: 21.66097 14.11355 41.59604
O: 27.54086 7.29177 39.10248
O: 24.89590 17.48766 41.03370
O: 27.68123 14.92549 48.66476
O: 24.33915 18.11500 43.23653
O: 26.70799 13.82992 43.80670
O: 24.26228 12.63347 38.24985
O: 24.04320 10.90464 47.67768
O: 25.89591 11.77992 43.46968
C: 25.87533 20.22390 40.88494
C: 21.47039 13.39198 42.59612
C: 23.12419 10.44163 46.99568
C: 26.60037 12.59558 44.36536
C: 25.40311 14.21355 40.47304
C: 22.89908 10.37791 39.00837
C: 29.23333 13.76649 47.37389
C: 22.62092 13.28874 43.60124
C: 24.28207 12.27787 39.40925
C: 27.26094 12.59634 48.69411
C: 25.27492 10.56705 43.96410
C: 28.07099 13.84195 48.36245
C: 24.85656 18.31482 41.98607
C: 21.92560 12.53737 46.93900
C: 26.72184 8.06255 38.66095
C: 26.28031 5.07716 47.82332
C: 24.01650 16.75055 43.75956
C: 26.27287 6.77448 36.64992
C: 27.58799 6.74652 46.79134
C: 20.17978 12.65383 42.88368
C: 24.05295 8.26720 46.73280
C: 27.66357 14.72673 44.38436
C: 28.68138 8.46415 45.57941
C: 26.83273 9.59055 40.54971
H: 29.56366 7.87902 45.31999
H: 22.73597 13.05697 46.42770
H: 22.56468 14.21792 44.16831
H: 29.38189 14.77959 47.00019
H: 24.92608 16.16490 43.89295
H: 27.56998 12.18744 49.65609
H: 21.82674 12.67414 48.01585
H: 22.14411 11.05023 38.60082
H: 25.22877 4.79279 47.78440
H: 30.09190 13.42766 47.95369
H: 24.41955 8.14386 47.75187
H: 26.41701 10.57480 40.76538
H: 24.34089 10.80004 44.47538
H: 25.85449 9.91109 44.61366
H: 25.16438 20.57027 40.13484
H: 26.41298 14.02452 40.10898
H: 26.54556 19.52419 40.38566
H: 23.47940 9.89786 38.22042
H: 23.56907 7.33284 46.44831
H: 28.64436 14.27666 44.53790
H: 29.00596 9.03419 46.44993
H: 25.57228 14.57749 41.48647
H: 26.45776 21.06549 41.25989
H: 28.51942 9.17194 44.76644
H: 24.84777 8.55538 46.04483
H: 27.38324 15.15374 45.34726
H: 27.38100 11.86041 47.89908
H: 28.96712 13.04952 46.59724
H: 26.57807 5.26756 48.85443
H: 19.75885 12.91921 43.85348
H: 26.81332 4.26479 47.32932
H: 23.59244 13.20981 43.11335
H: 22.48648 9.55856 39.59703
H: 23.54432 16.81911 44.73959
H: 25.54153 6.92058 35.85499
H: 26.19111 12.80505 48.69065
H: 26.00553 5.85258 37.16639
H: 27.88801 9.84715 40.45678
H: 26.63101 8.86200 41.33495
H: 27.33242 6.67491 36.41425
H: 25.01139 10.00686 43.06698
H: 20.22266 11.56832 42.79467
H: 19.47447 13.02572 42.14049
H: 22.52793 12.45114 44.29251
H: 24.87037 14.97502 39.90345
H: 23.42915 16.19890 43.02553
H: 20.94229 12.90932 46.65114
H: 27.80629 15.53768 43.67015

Here are the Löwdin charges for atoms 1 to 2, given in e:
1. O -0.034
2. O -0.004


Entry 2:
DFT (ωB97M-V/def2-TZVPD) results for 7 unconnected molecules or ions with the total composition C24H48O23S2 in a non-equilibrium geometry.

Results
* SMILES: O=S1(=O)OCCO1.O=S1(=O)OCCO1.CCOC(=O)OC.CCOC(=O)OC.CCOC(=O)OC.CCOC(=O)OC.CCOC(=O)OC
* DFT total energy: -94423.4759 eV
* gap between HOMO and LUMO: 10.6 eV
* highest occupied orbital energy: -10.27 eV

Positions of all 97 atoms, in Å:
S: 1.44695 -7.92651 -0.89378
S: -2.77131 9.38093 5.34399
O: -6.38853 3.01143 -4.11008
O: 0.07784 -7.41463 -0.71800
O: -2.53378 7.75414 5.24622
O: 5.68483 6.23384 3.28251
O: -5.77873 -10.34591 -10.74253
O: 4.93508 6.11755 1.18573
O: -0.82299 1.05254 1.23732
O: -1.52649 10.12781 5.11036
O: -3.60311 9.72497 6.46761
O: -2.62860 -0.17219 0.83841
O: -3.56800 9.30242 3.87906
O: -4.96702 2.90541 -5.89996
O: -5.68742 -8.37575 -9.86071
O: -6.49140 -8.62747 -11.94335
O: 6.68607 -0.85319 7.08041
O: 1.93262 -8.23337 -2.25295
O: 7.15496 -0.10096 9.23756
O: -6.93189 4.15669 -6.12524
O: 2.56993 -7.06923 0.02459
O: 5.04061 -0.38272 8.62122
O: 1.72145 -9.23373 0.10984
O: -0.82332 -0.29944 -0.58442
O: 6.93753 5.20137 1.67493
C: -3.24459 -1.16329 0.02102
C: 2.82606 -7.59011 1.29707
C: 7.79752 4.69869 2.63976
C: -6.00606 -9.09979 -10.92414
C: 3.96446 -0.74329 7.80313
C: 5.80490 5.94922 1.98347
C: 9.08061 0.17891 10.60260
C: -5.00269 -6.33227 -8.59558
C: -3.03917 2.71884 -7.19821
C: -1.38098 0.23217 0.54376
C: -4.45308 3.11306 -7.20633
C: 4.74676 6.59645 5.43341
C: 1.67004 -0.17083 -0.11204
C: -6.25276 -11.38839 -11.66581
C: 4.51197 6.71359 3.93796
C: 2.86659 -9.03555 0.92263
C: -3.73964 7.16088 4.89445
C: 8.57904 -0.14491 9.19077
C: -5.73511 -6.91546 -9.82033
C: -4.19180 8.02207 3.68243
C: 6.34064 -0.48473 8.20328
C: 0.44712 0.07964 -0.98645
C: -7.40400 3.53093 -3.29760
C: -6.20000 3.38425 -5.45683
H: -3.46025 -0.78900 -0.97973
H: -8.31084 3.46176 -3.89840
H: -2.42530 3.32986 -6.53646
H: -4.11882 -6.92258 -8.35391
H: 3.62892 6.19798 3.56049
H: -5.94598 -11.17211 -12.68914
H: 2.86162 -9.68123 1.80081
H: -5.29010 -6.59044 -10.76077
H: 7.21754 3.93661 3.16026
H: -5.27671 8.08852 3.60085
H: 3.71356 0.05953 7.10986
H: 2.59837 0.22118 -0.52752
H: 5.42455 7.39143 5.74438
H: -4.52442 4.17078 -7.45976
H: -5.77276 -12.34949 -11.48149
H: 4.17287 -1.61681 7.18537
H: 1.73052 -1.25386 -0.00473
H: 8.64519 4.22067 2.14878
H: 9.03885 0.46703 8.41475
H: -4.08446 -1.67371 0.49239
H: 10.16680 0.26992 10.60253
H: 8.73258 1.16136 10.92166
H: -7.58570 3.06968 -2.32686
H: -4.00942 7.55758 2.71335
H: -4.70587 -5.29624 -8.75878
H: -2.64063 2.75345 -8.21216
H: 5.09926 5.58827 5.65112
H: -5.12188 2.62806 -7.91739
H: -3.51692 6.12170 4.65231
H: -2.98659 1.74571 -6.71000
H: 0.60057 -0.49433 -1.90031
H: 3.77213 6.81232 5.87113
H: 8.93747 -1.14705 8.95548
H: 3.83767 -9.18392 0.45033
H: 2.04569 -7.42500 2.03993
H: 8.66483 -0.60121 11.24028
H: -7.22709 4.58381 -3.07799
H: -6.75287 -6.52766 -9.77706
H: 8.09229 5.43715 3.38533
H: 0.45591 1.14990 -1.19277
H: -7.31902 -11.55440 -11.51199
H: 4.37784 7.75179 3.63424
H: 3.06487 -0.88312 8.40254
H: -2.60297 -2.03580 -0.10208
H: 1.60103 0.20595 0.90844
H: 3.82043 -7.26144 1.59928
H: -4.58224 7.11702 5.58452
H: -5.69158 -6.28369 -7.75226

Here are the Löwdin charges for atoms 1 to 2, given in e:
1. S 0.789
2. S 0.738


Entry 3:
DFT (ωB97M-V/def2-TZVPD) results for 8 unconnected molecules or ions with the total composition C24H48O24 in a non-equilibrium geometry.

Results
* SMILES: COC(=O)OC.COC(=O)OC.COC(=O)OC.COC(=O)OC.COC(=O)OC.COC(=O)OC.COC(=O)OC.COC(=O)OC
* DFT total energy: -74803.7878 eV
* gap between HOMO and LUMO: 11.1 eV
* energy relative to the best compared isomer or geometry (same formula, charge and spin): 68.25 kcal/mol
* highest occupied orbital energy: -10.60 eV

Positions of all 96 atoms, in Å:
O: -5.54136 -1.50123 0.91036
O: 1.44038 4.03635 -0.36789
O: -3.43976 2.62789 -0.32458
O: -1.64914 1.87752 6.42772
O: 1.61872 2.84088 1.46681
O: -0.01799 -1.01281 0.91889
O: 1.52762 1.76600 -0.44023
O: -1.61139 -0.18124 -3.99503
O: -6.57761 0.35156 0.52878
O: -5.51972 -0.76746 -1.20159
O: 0.23781 -1.30642 -4.11259
O: 0.98473 -2.04862 -0.85047
O: 5.20358 0.32733 -0.03901
O: 3.34518 -3.94739 -4.38181
O: -0.84642 -0.96746 -1.14612
O: 0.05945 2.64890 7.72670
O: 0.27659 0.85442 -4.38503
O: 4.76433 -0.88766 1.72383
O: -2.05460 3.08006 8.16925
O: -2.92328 4.59583 0.79403
O: -3.54135 4.62472 -1.30211
O: 5.36739 -1.94075 -0.16148
O: 4.67764 -5.30804 -3.13058
O: 2.45406 -4.98728 -2.67092
C: -4.92398 -2.75732 0.57057
C: -3.28405 3.84027 -0.24254
C: 5.31996 0.39875 -1.47168
C: -0.33977 -0.12611 -4.18071
C: -3.72953 3.91677 -2.61356
C: -5.86313 -0.64149 -0.04730
C: -0.00510 -1.29410 -0.24410
C: 4.82628 -2.12667 2.51552
C: -2.24915 -1.46739 -3.75920
C: -1.11007 2.56078 7.42984
C: -1.76793 3.97489 9.19863
C: 4.50374 -3.46414 -5.21321
C: 1.51375 3.00010 0.19574
C: 2.26530 -1.93442 -0.26111
C: 1.64154 -1.35546 -4.26302
C: -2.02015 -0.28865 -0.73510
C: 2.03765 1.69437 2.14511
C: -6.67431 1.62791 -0.25251
C: 1.56629 1.75789 -1.84737
C: 5.17746 -0.94021 0.47648
C: -0.74445 1.19012 5.61032
C: -2.84658 3.93462 2.04752
C: 2.55772 -5.87578 -1.56649
C: 3.60483 -4.81395 -3.35060
H: -3.57450 3.18422 1.94313
H: -2.96646 3.16502 -2.72834
H: -2.88321 -0.97222 -0.56862
H: 1.77737 0.80262 1.51356
H: -4.40665 -3.09018 1.46211
H: -1.99939 0.36611 0.17467
H: -1.33152 0.78291 4.74084
H: -5.71878 1.85022 -0.63503
H: -7.43694 1.50524 -1.05821
H: 3.58109 -5.75170 -1.19552
H: -1.85939 3.49373 2.10855
H: 2.68519 -0.93083 -0.48330
H: 2.89728 -2.80210 -0.63888
H: -3.77300 4.68654 -3.35208
H: 5.78504 1.34987 -1.54129
H: 2.12072 -6.83573 -1.74391
H: 0.10485 1.85446 5.33864
H: 5.93686 -0.39126 -1.84480
H: 4.89036 -2.66432 -4.61714
H: -5.50916 -3.56822 0.14650
H: 1.95338 -5.43765 -0.79693
H: -4.17846 -2.53643 -0.16309
H: 0.61142 1.78174 -2.35012
H: 2.15492 2.54783 -2.26993
H: 1.95721 -2.38094 -4.35039
H: 2.09625 0.86981 -2.13742
H: -2.08331 -1.69724 -2.72347
H: -0.94552 4.58821 8.91074
H: -3.29375 -1.31242 -3.92963
H: -1.83660 -2.22193 -4.37878
H: 4.34451 0.38616 -1.90931
H: 5.45833 -2.05800 3.36146
H: -2.27976 0.31225 -1.62174
H: 4.12116 -3.00764 -6.09375
H: 2.15549 -0.94172 -3.40866
H: -4.68282 3.38942 -2.48778
H: -3.01864 4.68446 2.81330
H: -0.31975 0.28748 6.06307
H: -1.51953 3.47263 10.15992
H: 3.82510 -2.34052 2.82099
H: 5.18297 -2.96514 1.90586
H: 5.11337 -4.32921 -5.37072
H: 3.16911 1.64114 2.22320
H: 1.99670 -0.87887 -5.15072
H: 2.18460 -1.94181 0.79658
H: -2.64018 4.54904 9.24614
H: -7.10597 2.37002 0.41412
H: 1.56884 1.54904 3.10804

Here are the Löwdin charges for atoms 1 to 2, given in e:
1. O 0.002
2. O 0.168


Entry 4:
DFT (ωB97M-V/def2-TZVPD) results for a molecular structure, C24H48O48S12 in a non-equilibrium geometry.

Results
* DFT total energy: -253948.3670 eV
* gap between HOMO and LUMO: 10.8 eV
* energy relative to the best compared isomer or geometry (same formula, charge and spin): 240.31 kcal/mol
* highest occupied orbital energy: -11.09 eV

Positions of all 132 atoms, in Å:
S: 0.07423 14.64788 5.30753
S: -5.96809 2.83417 9.45545
S: 2.02107 6.64400 9.74350
S: -5.68747 19.84358 8.11099
S: -6.85696 10.49080 8.86328
S: -11.64775 16.35783 10.08536
S: -13.86794 5.36438 5.04978
S: -5.01485 6.88837 15.74990
S: -8.17558 17.30278 2.33360
S: -2.82245 12.29927 12.21735
S: -12.29972 5.13863 11.56741
S: -2.94892 5.86696 2.83308
O: -4.57771 7.19712 17.15434
O: -7.24712 16.34038 2.93525
O: -3.84171 13.31078 11.89479
O: -3.32083 11.22356 13.38590
O: 1.43387 7.69289 10.85506
O: -2.30540 11.55403 11.06128
O: -7.18255 3.69946 8.70999
O: -1.56420 12.90102 13.07764
O: -12.66156 5.95414 10.15902
O: -11.21405 4.12251 11.45913
O: -11.80260 6.58965 12.15951
O: -1.68037 6.18087 3.76880
O: 3.08334 7.20647 8.86224
O: -5.56773 18.23903 8.40937
O: 1.46922 14.73039 4.49270
O: -9.06819 16.46408 1.14754
O: -6.18194 5.64790 15.64664
O: -7.31142 18.07696 1.19152
O: -10.39692 15.69309 10.99081
O: -14.09176 6.45065 3.83812
O: -13.51887 4.02320 4.39691
O: -9.08145 18.15935 3.10590
O: -8.05470 10.02247 8.23614
O: 0.04310 13.34654 5.94345
O: 2.19726 5.36514 10.32626
O: -4.14297 19.88305 7.43019
O: -2.68016 6.27106 1.45983
O: -5.99334 3.00879 10.96549
O: -12.96900 15.71890 10.36744
O: -4.22445 6.15171 3.46027
O: -14.79270 5.40705 6.23988
O: -11.66358 17.83145 10.10493
O: -13.47732 4.69737 12.22477
O: -6.80746 10.56160 10.28280
O: 0.54563 6.56765 8.97479
O: -12.43812 6.09505 5.56113
O: -6.42130 11.97654 8.18866
O: -3.88912 6.68057 14.79218
O: -4.80769 3.73705 8.72334
O: -6.67078 20.14263 7.09495
O: -10.98900 15.78189 8.70293
O: -6.04861 8.02201 15.25549
O: 0.66549 15.79053 6.34043
O: -6.10112 1.48324 8.95781
O: -5.57649 20.56800 9.42113
O: -1.08077 15.13989 4.55122
O: -2.60513 4.29395 2.83792
O: -5.57690 9.66673 8.16892
C: -1.66612 12.46649 14.45048
C: -9.23561 15.70936 10.21966
C: -5.36484 11.87834 7.22791
C: -7.34788 17.45439 -0.11806
C: -3.51893 18.58840 7.46753
C: -0.57066 7.07057 9.74938
C: -9.63103 15.48087 8.75582
C: 2.03404 16.06063 4.36710
C: 1.76348 16.56534 5.81267
C: -4.19416 17.72746 8.47826
C: -8.77110 16.74099 -0.22573
C: -12.33934 7.46234 5.20552
C: -6.75969 4.13538 7.41299
C: -5.26367 4.17030 7.35970
C: -5.18292 10.37138 6.95163
C: -7.31270 6.11684 14.85938
C: -12.48719 7.76637 11.61501
C: 0.03307 7.34622 11.15537
C: -2.97521 11.63062 14.64994
C: -0.94193 4.99028 3.96971
C: -1.26433 4.11115 2.74701
C: -7.10620 7.51161 14.34162
C: -13.29651 7.14692 10.45573
C: -13.57255 7.72356 4.27861
H: -0.74163 11.95121 14.71104
H: -2.73955 10.74929 15.24645
H: -1.21195 4.48488 4.89694
H: -4.28022 16.68207 8.18187
H: 2.52323 16.37311 6.57025
H: -5.83780 10.00010 6.16335
H: -0.92476 8.00188 9.30737
H: -8.70875 15.87097 -0.87939
H: -1.85694 13.41897 14.94493
H: -14.31806 6.92322 10.76310
H: -7.32490 18.33571 -0.75903
H: -8.98275 16.00697 8.05506
H: -14.27832 8.32088 4.85584
H: -7.38289 5.34458 14.09336
H: -12.29019 8.17023 6.03292
H: 1.53628 17.63078 5.84910
H: 1.62823 16.69085 3.57575
H: -7.38653 5.02453 7.34542
H: -0.51818 8.12491 11.68250
H: -11.74906 8.52871 11.36577
H: -7.23585 3.38377 6.78333
H: -11.43981 7.50560 4.59145
H: -1.30494 6.26637 9.79615
H: -9.67764 14.46440 8.36502
H: -8.02514 8.09782 14.33691
H: -3.79897 12.13063 15.15938
H: -8.28815 5.93115 15.30897
H: -0.83610 4.42655 1.79558
H: -4.85070 3.38485 6.72675
H: -5.50325 12.40116 6.28155
H: -2.45799 18.74979 7.65847
H: -4.92532 5.19363 7.19718
H: -6.51814 16.77189 -0.30195
H: -3.83710 17.72231 9.50811
H: 3.07277 15.80831 4.15386
H: -9.52272 17.42531 -0.61925
H: -6.62730 7.52020 13.36249
H: -3.63503 18.29709 6.42362
H: -8.42876 15.07869 10.59296
H: -8.90722 16.74828 10.18963
H: -1.01087 3.08404 3.00949
H: -4.12183 10.39235 6.70306
H: 0.05497 6.45757 11.78618
H: -4.45215 12.31815 7.63000
H: 0.05681 5.40771 4.09766
H: -13.26931 7.68024 9.50551
H: -13.13646 8.30504 3.46632
H: -13.12968 8.09989 12.42991

Here are the Löwdin charges for atoms 1 to 2, given in e:
1. S 0.699
2. S 0.749